No. 1
{"formula": "C5H32NO12", "method": "ωB97M-V/def2-TZVPD", "elements": ["O", "C", "O", "C", "C", "C", "C", "N", "H", "H", "H", "H", "H", "H", "H", "H", "H", "H", "H", "H", "H", "H", "O", "H", "H", "O", "H", "H", "O", "H", "H", "O", "H", "H", "O", "H", "H", "O", "H", "H", "O", "H", "H", "O", "H", "H", "O", "H", "H", "O"], "positions_angstrom": [[-0.274, -0.849, -1.517], [0.276, 0.336, -1.862], [0.297, 0.664, -3.017], [0.639, 1.169, -0.676], [1.024, 2.603, -0.995], [1.171, 3.581, 0.150], [2.288, 3.025, 1.142], [-0.550, 1.194, 0.290], [-1.420, -2.027, -3.933], [1.480, 0.601, -0.224], [0.470, 3.049, -1.833], [1.984, 2.544, -1.479], [1.597, 4.521, -0.213], [0.275, 3.999, 0.666], [2.120, 2.326, 1.962], [2.823, 3.873, 1.551], [2.982, 2.413, 0.532], [-1.275, 1.893, 0.072], [-0.149, 1.534, 1.173], [-0.808, 0.245, 0.570], [-3.824, 1.009, -2.568], [-2.623, 0.496, -1.820], [-3.343, 1.136, -1.741], [2.794, -0.984, 2.564], [1.742, -1.808, 2.783], [1.836, -0.843, 2.432], [-2.044, 0.862, 3.085], [-0.867, -0.104, 3.221], [-1.480, 0.295, 2.548], [-0.994, -4.159, 1.025], [-1.934, -3.051, 1.711], [-1.096, -3.514, 1.743], [-2.159, 3.322, -0.852], [-3.255, 3.571, 0.217], [-2.319, 3.387, 0.097], [0.872, -0.298, 3.729], [0.380, -0.182, 5.262], [0.273, -0.643, 4.426], [-0.571, -1.352, -2.323], [-2.641, -2.511, -2.961], [-2.001, -1.837, -3.189], [0.937, -3.942, -2.648], [-0.606, -4.295, -2.480], [0.067, -3.614, -2.413], [0.542, -3.121, 1.922], [1.115, -3.621, 3.227], [1.391, -3.407, 2.326], [2.838, -1.104, -1.669], [3.166, 0.164, -2.259], [2.748, -0.165, -1.447]], "atomic_forces_ev_per_a": [[0.700, 0.434, 0.617], [-1.779, -1.094, -1.207], [0.624, 0.629, -0.104], [-0.479, 0.484, 0.973], [-0.239, 0.492, -1.179], [0.993, -0.005, 1.902], [0.166, -0.031, -1.044], [2.542, -0.164, 0.397], [-0.610, -0.708, -0.171], [-0.941, 0.702, 0.376], [-0.665, -0.395, 0.326], [0.709, -0.157, -0.004], [0.112, -0.283, -0.430], [0.159, -1.052, -0.318], [-1.040, 0.196, 0.135], [0.215, -0.014, 0.163], [-0.006, 0.678, 0.083], [-0.589, -0.550, 0.012], [-0.248, 0.078, -0.067], [-0.824, 0.263, -0.402], [-0.037, 0.121, 0.086], [-0.074, -0.092, -0.034], [0.255, -0.113, -0.136], [0.146, 1.419, -0.579], [-1.227, 1.098, -1.277], [1.416, -1.888, 0.967], [-0.148, -0.041, -0.100], [-0.634, 0.111, -0.203], [0.361, -0.210, 0.657], [-0.581, 0.398, 0.231], [-0.252, -0.126, -0.373], [0.261, -0.265, -0.080], [-0.536, 0.267, -0.130], [-0.087, -0.139, -0.171], [0.611, -0.045, 0.033], [0.532, -0.171, 0.664], [0.169, 0.183, -0.134], [-0.580, -0.076, -0.085], [-0.030, 0.382, 0.842], [0.252, -0.409, -0.563], [-0.024, 1.131, 0.163], [-0.175, -0.562, -0.065], [0.446, -0.386, -0.180], [-0.107, 0.751, 0.189], [0.307, -0.256, 0.201], [0.001, -0.390, -0.084], [0.108, 0.209, 0.464], [-0.276, -0.139, 0.726], [-0.095, 0.658, 0.307], [1.203, -0.925, -1.396]], "mulliken_charge": [-0.243, -0.106, -0.639, 0.504, -1.049, -0.541, -1.021, -0.033, 0.308, 0.391, 0.419, 0.472, 0.459, 0.196, 0.263, 0.390, 0.271, 0.080, 0.503, 0.487, 0.325, 0.302, -0.619, 0.299, 0.310, -0.549, 0.267, 0.392, -0.658, 0.309, 0.301, -0.651, 0.299, 0.280, -0.640, 0.411, 0.294, -0.712, 0.240, 0.280, -0.630, 0.266, 0.268, -0.497, 0.429, 0.333, -0.744, 0.278, 0.295, -0.590], "e_tot_ev": -31758.954, "e_homo_ev": -13.3191, "charge": 1, "gap_ev": 10.82, "relative_energy_kcal_mol": 10.4}

***

No. 2
{"formula": "C5H32NO12", "method": "ωB97M-V/def2-TZVPD", "elements": ["O", "C", "C", "C", "C", "C", "N", "H", "H", "H", "H", "H", "H", "H", "H", "H", "H", "H", "H", "O", "H", "H", "O", "H", "H", "O", "H", "H", "O", "H", "H", "O", "H", "H", "O", "H", "H", "O", "H", "H", "O", "H", "H", "O", "H", "H", "O", "H", "H", "O"], "positions_angstrom": [[-1.132, 0.937, 3.233], [0.011, 0.681, 3.477], [0.772, -0.594, 3.143], [1.788, -0.365, 2.009], [1.315, 0.070, 0.660], [0.816, 1.167, 0.137], [0.991, -1.121, -0.239], [0.688, 1.341, 4.045], [0.024, -1.388, 2.914], [1.375, -1.026, 3.953], [2.549, 0.390, 2.348], [2.438, -1.252, 2.051], [0.520, 1.464, -0.885], [0.729, 2.032, 0.799], [1.819, -1.724, -0.276], [0.829, -0.898, -1.245], [0.218, -1.552, 0.251], [-1.602, -2.453, 1.281], [-2.337, -1.287, 1.995], [-1.837, -1.514, 1.201], [2.485, -3.887, -0.339], [3.657, -3.472, 0.495], [3.116, -3.153, -0.252], [-0.372, 4.213, -1.425], [-0.686, 5.187, -2.385], [-0.598, 4.220, -2.376], [1.943, 4.643, 2.225], [0.325, 4.707, 2.030], [1.151, 4.255, 1.856], [-2.689, -1.219, -1.670], [-1.669, -0.662, -0.674], [-1.739, -1.165, -1.506], [2.031, -2.437, -3.861], [1.262, -1.186, -4.084], [1.739, -1.650, -3.377], [-2.163, 1.522, -1.421], [-1.445, 2.782, -2.011], [-1.413, 2.108, -1.290], [-0.239, -4.410, -0.192], [0.343, -4.757, 1.173], [0.368, -4.067, 0.499], [-1.339, 1.447, -4.104], [-1.109, 0.363, -2.866], [-1.172, 0.554, -3.793], [-1.493, -4.259, -2.448], [-1.313, -3.193, -1.429], [-1.528, -4.141, -1.487], [-2.104, 4.783, 1.243], [-1.121, 3.505, 1.247], [-1.524, 4.206, 0.728]], "atomic_forces_ev_per_a": [[-0.097, -0.119, -0.308], [1.328, -0.687, 0.923], [-1.275, -1.025, -0.685], [1.498, 1.019, 1.052], [-1.558, -1.617, -1.876], [0.548, 2.398, 1.009], [1.874, 0.624, -0.203], [-0.289, 0.755, -0.036], [0.558, 0.538, -0.238], [-0.338, 0.716, 0.294], [-0.906, -0.217, -0.168], [-0.399, -0.013, -0.971], [0.028, -1.211, 0.651], [0.486, 0.013, -0.109], [0.004, -0.823, 0.276], [-0.394, 0.034, 0.861], [-0.358, -0.702, -0.443], [-0.285, 0.169, 0.006], [0.139, 0.114, 0.018], [0.277, -0.351, 0.047], [-0.159, 0.255, -0.126], [-0.050, 0.455, -0.473], [0.123, -0.571, 0.628], [-0.033, -0.828, -0.087], [-0.324, -0.107, -1.058], [0.558, 1.457, 1.057], [-0.392, 0.570, 0.322], [0.397, 0.718, 0.265], [0.104, -1.283, -0.625], [0.026, -0.082, -0.077], [-0.258, -0.477, -0.113], [0.271, 0.484, 0.159], [0.172, 0.049, 0.459], [-0.048, 0.266, 0.396], [-0.321, -0.166, -0.621], [-0.139, 0.221, -0.029], [-0.167, -0.400, 0.619], [-0.379, -0.233, -0.449], [0.086, 0.164, -0.060], [0.108, 0.094, 0.089], [-0.289, -0.254, -0.032], [0.137, 0.058, 0.957], [-0.205, 0.823, 0.604], [0.173, -1.058, -1.878], [-0.086, -0.430, 0.212], [-0.375, 0.089, 0.147], [0.372, 0.502, -0.436], [0.234, -0.569, 0.240], [-0.521, 0.040, 0.319], [0.145, 0.596, -0.507]], "mulliken_charge": [-0.450, -0.071, -0.163, -1.149, 0.661, -0.411, 0.408, 0.324, 0.118, 0.416, 0.474, 0.253, 0.246, 0.019, 0.388, 0.181, -0.161, 0.269, 0.283, -0.565, 0.312, 0.307, -0.694, 0.259, 0.341, -0.663, 0.272, 0.304, -0.576, 0.295, 0.230, -0.543, 0.299, 0.307, -0.600, 0.209, 0.408, -0.621, 0.371, 0.297, -0.604, 0.289, 0.398, -0.666, 0.325, 0.360, -0.699, 0.263, 0.296, -0.547], "e_tot_ev": -31757.784, "e_homo_ev": -12.8093, "charge": 1, "gap_ev": 10.37, "relative_energy_kcal_mol": 37.4}

***

No. 3
{"formula": "C5H33NO10", "method": "ωB97M-V/def2-TZVPD", "elements": ["C", "C", "N", "C", "C", "C", "H", "H", "H", "H", "H", "H", "H", "H", "H", "H", "H", "H", "H", "O", "H", "H", "O", "H", "H", "O", "H", "H", "O", "H", "H", "O", "H", "H", "O", "H", "H", "O", "H", "H", "O", "H", "H", "O", "H", "H", "O", "H", "H"], "positions_angstrom": [[2.552, 1.394, -1.465], [2.234, -0.074, -1.304], [2.128, -0.401, 0.205], [3.516, -0.441, 0.728], [1.353, -1.636, 0.356], [1.258, -2.315, 1.707], [1.909, 2.191, -1.830], [2.703, 1.854, -0.455], [3.453, 1.419, -2.069], [2.982, -0.733, -1.764], [1.220, -0.383, -1.677], [3.722, -1.294, 1.415], [3.519, 0.507, 1.254], [4.302, -0.698, -0.001], [1.725, -2.402, -0.357], [0.327, -1.405, -0.024], [0.371, -1.853, 2.156], [2.141, -2.350, 2.309], [1.118, -3.382, 1.577], [1.535, 0.514, -4.069], [1.127, 1.320, -4.404], [1.012, 0.319, -3.288], [-1.430, 0.478, -2.831], [-1.537, 0.704, -1.894], [-2.344, 0.415, -3.136], [-2.044, 0.738, 2.023], [-1.713, 0.700, 1.112], [-2.826, 1.316, 2.032], [-3.338, -2.134, -0.802], [-3.776, -2.939, -0.486], [-2.429, -2.480, -1.011], [-3.115, -1.910, 1.967], [-3.127, -1.984, 0.992], [-2.686, -1.044, 2.084], [-1.106, -2.038, -2.135], [-1.088, -1.108, -2.505], [-0.246, -2.335, -2.459], [-3.782, 0.407, -0.961], [-3.527, 0.820, -0.127], [-4.045, -0.517, -0.717], [0.348, 3.717, 1.975], [1.036, 3.093, 2.235], [-0.176, 3.818, 2.803], [-0.223, 1.809, 0.217], [-0.001, 2.629, 0.749], [0.550, 1.294, 0.523], [-1.104, 2.549, 3.862], [-0.895, 1.740, 4.356], [-1.582, 2.112, 3.133]], "atomic_forces_ev_per_a": [[1.209, 1.110, 0.986], [-2.438, -0.556, 1.962], [0.432, -0.471, -1.543], [-0.672, -1.117, 0.749], [0.143, -0.706, -1.568], [-0.978, 0.356, -0.340], [-0.911, -0.912, -0.749], [0.645, -0.701, -0.598], [0.282, 0.608, 0.174], [-0.137, 0.187, -0.004], [0.868, 0.352, 0.138], [-0.789, 0.746, 0.159], [1.532, -0.009, 0.066], [-0.273, 1.065, -0.310], [0.107, 0.178, -0.038], [0.649, -0.197, 0.413], [0.489, -0.468, 0.836], [0.539, 0.881, 0.533], [-0.719, -0.160, -0.307], [-0.038, 0.097, -0.341], [0.058, -0.095, -0.078], [-0.152, 0.043, -0.082], [0.061, 0.216, 0.087], [-0.036, 0.231, -0.039], [-0.008, 0.040, 0.020], [-0.806, -0.007, 0.243], [0.390, 0.629, 0.027], [0.143, -0.446, -0.321], [0.486, -1.857, 0.379], [-0.317, 0.202, -0.223], [-0.574, 0.939, -0.396], [0.221, 0.281, -0.430], [-0.026, 0.026, 0.551], [-0.182, -0.300, 0.298], [1.107, 0.548, -0.713], [-0.712, -0.554, 0.422], [-0.127, -0.562, 0.260], [-0.254, -0.221, 0.406], [-0.249, -0.063, -0.202], [0.599, 0.933, -0.394], [0.195, 0.548, 0.485], [0.073, 0.196, 0.231], [0.331, -0.360, -0.667], [0.997, 0.332, 0.653], [-1.159, -0.348, -0.680], [-0.205, -0.669, -0.623], [-0.459, -0.886, 0.364], [0.217, 0.539, 0.288], [0.449, 0.383, -0.084]], "mulliken_charge": [-0.964, 0.186, -0.003, -1.065, -0.105, -1.117, 0.376, 0.343, 0.225, 0.590, -0.654, 0.343, 0.316, 0.314, 0.231, 0.043, 0.205, 0.362, 0.363, -0.601, 0.304, 0.366, -0.686, 0.311, 0.288, -0.742, 0.275, 0.353, -0.677, 0.317, 0.352, -0.728, 0.418, 0.407, -0.687, 0.369, 0.320, -0.674, 0.268, 0.370, -0.712, 0.338, 0.318, -0.590, 0.511, 0.130, -0.684, 0.285, 0.490], "e_tot_ev": -27684.636, "e_homo_ev": -9.0488, "charge": 0, "gap_ev": 9.19, "relative_energy_kcal_mol": 32.3}